[1]
Below is a molecular structure, C46H52N5P2PdS2, with properties calculated with the ωB97M-V functional and the def2-TZVPD basis.

Structure (XYZ):
```
108
C46H52N5P2PdS2, DFT the ωB97M-V functional and the def2-TZVPD basis
Pd -0.34 0.18 -0.41
C -0.09 2.44 1.88
P -0.91 2.37 0.25
C -0.79 3.98 -0.58
C -1.30 5.12 0.04
C -1.24 6.34 -0.60
C -0.69 6.43 -1.87
C -0.19 5.30 -2.50
C -0.24 4.07 -1.85
C -2.70 2.26 0.60
C -3.23 2.24 1.88
C -4.61 2.13 2.06
C -5.45 2.04 0.97
C -4.92 2.06 -0.32
C -3.55 2.16 -0.50
C -0.25 1.06 2.44
C -0.50 0.57 3.71
C -0.67 -0.82 3.58
C -0.49 -1.13 2.25
C -0.63 -2.41 1.49
P -1.56 -2.00 -0.05
C -0.93 -3.11 -1.34
C 0.45 -3.15 -1.54
C 0.99 -3.80 -2.64
C 0.15 -4.42 -3.56
C -1.22 -4.38 -3.37
C -1.76 -3.72 -2.27
C -3.28 -2.42 0.25
C -3.72 -3.75 0.36
C -5.03 -4.01 0.71
C -5.91 -2.96 0.97
C -5.48 -1.65 0.87
C -4.17 -1.38 0.51
N -0.24 0.02 1.55
H -0.50 3.21 2.53
H 0.96 2.69 1.68
H -1.75 5.05 1.02
H -1.64 7.22 -0.12
H -0.65 7.38 -2.38
H 0.25 5.36 -3.49
H 0.16 3.19 -2.33
H -2.59 2.30 2.75
H -5.02 2.12 3.06
H -6.52 1.96 1.11
H -5.57 2.00 -1.18
H -3.15 2.20 -1.51
H -0.56 1.16 4.61
H -0.88 -1.53 4.37
H -1.14 -3.15 2.11
H 0.32 -2.82 1.15
H 1.11 -2.62 -0.87
H 2.06 -3.81 -2.78
H 0.56 -4.91 -4.43
H -1.88 -4.85 -4.09
H -2.84 -3.70 -2.14
H -3.03 -4.56 0.18
H -5.37 -5.03 0.79
H -6.93 -3.18 1.25
H -6.16 -0.84 1.07
H -3.83 -0.35 0.44
N -2.73 -0.42 -2.61
C -1.53 -0.17 -3.14
N -0.49 0.28 -2.46
C 0.56 0.59 -3.33
C 1.77 1.19 -2.99
C 2.70 1.44 -3.98
C 2.45 1.09 -5.31
C 1.25 0.51 -5.67
C 0.32 0.27 -4.67
S -1.29 -0.38 -4.85
H -2.84 -0.36 -1.61
H -3.43 -0.91 -3.14
H 1.96 1.48 -1.96
H 3.64 1.90 -3.71
H 3.19 1.29 -6.06
H 1.04 0.26 -6.70
C 4.30 2.30 3.42
C 4.27 1.40 4.65
C 4.26 -0.11 4.37
C 2.92 -0.68 3.90
N 2.60 -0.31 2.52
C 2.65 -0.94 1.36
S 2.45 0.00 -0.07
N 2.82 -2.26 1.20
C 2.90 -3.36 2.16
C 4.28 -3.61 2.75
C 5.27 -4.30 1.80
C 5.70 -3.45 0.61
H 4.52 3.33 3.70
H 3.36 2.32 2.87
H 5.08 1.98 2.72
H 3.40 1.65 5.27
H 5.15 1.61 5.26
H 4.53 -0.64 5.28
H 5.03 -0.35 3.63
H 2.10 -0.29 4.52
H 2.90 -1.76 4.01
H 2.37 0.66 2.40
H 3.03 -2.49 0.24
H 2.56 -4.25 1.62
H 2.15 -3.19 2.94
H 4.16 -4.22 3.64
H 4.71 -2.65 3.08
H 4.82 -5.23 1.45
H 6.15 -4.58 2.38
H 4.95 -3.43 -0.19
H 6.61 -3.85 0.16
H 5.91 -2.42 0.90
```

Values from the calculation:
- Energy above the lowest of the compared OMol25 structures with the same formula, charge and spin: 0.985 eV
- Max |F|: 1.5 eV/A
- HOMO level: -0.3617 hartree
- Total charge: +1
- Total energy: -3664.75662 a.u.

These are the Mulliken partial charges, in e, on atoms 1 to 99: Pd 0.34; C -1.81; P 1.54; C 0.42; C -0.65; C -0.78; C -0.51; C -0.63; C 0.23; C 0.69; C -0.26; C -0.68; C -0.69; C -0.68; C -0.88; C 0.85; C -1.57; C -1.75; C 0.26; C -0.75; P 1.81; C 0.98; C -0.20; C -0.76; C -0.74; C -0.85; C -0.80; C 0.04; C -0.40; C -0.79; C -0.76; C -0.79; C 0.69; N 1.06; H 0.63; H 0.11; H 0.35; H 0.42; H 0.39; H 0.46; H 0.22; H 0.24; H 0.47; H 0.48; H 0.46; H 0.47; H 0.62; H 0.61; H 0.67; H 0.00; H -0.43; H 0.50; H 0.41; H 0.44; H 0.49; H 0.51; H 0.44; H 0.41; H 0.48; H -0.48; N 0.15; C 0.23; N 1.25; C -0.75; C -0.27; C -1.45; C -0.68; C -0.46; C 0.90; S -0.35; H -0.70; H 0.30; H 0.80; H 0.50; H 0.43; H 0.44; C -0.66; C -0.74; C -0.78; C -0.59; N 0.95; C 0.16; S -0.53; N 0.56; C -1.34; C -0.31; C -0.76; C -0.92; H 0.40; H -0.10; H 0.25; H 0.29; H 0.37; H 0.48; H 0.24; H 0.46; H 0.38; H -0.81; H 0.06

---

[2]
Below is a molecular structure, C46H52N8RuS5, with properties calculated with the ωB97M-V functional and the def2-TZVPD basis.

Structure (XYZ):
```
112
C46H52N8RuS5, DFT the ωB97M-V functional and the def2-TZVPD basis
Ru 0.07 0.18 -0.05
C -1.38 0.81 2.68
C -0.54 2.01 2.30
N 0.64 1.58 1.55
C 1.81 1.13 2.33
C 1.68 -0.25 2.92
S 1.03 -1.43 1.70
C -0.51 -2.05 2.44
C -1.72 -1.49 1.75
N -1.56 -0.05 1.49
H -2.34 1.16 3.06
H -0.93 0.23 3.47
H -0.28 2.59 3.19
H -1.12 2.65 1.64
H 0.96 2.37 0.99
H 2.02 1.84 3.14
H 2.66 1.16 1.65
H 1.06 -0.30 3.81
H 2.67 -0.61 3.20
H -0.46 -1.85 3.51
H -0.50 -3.13 2.31
H -2.62 -1.70 2.34
H -1.83 -1.97 0.78
H -2.37 0.27 0.98
N -0.03 -1.55 -1.05
S 0.86 -2.47 -1.79
N 1.16 -2.16 -3.36
S 2.40 -1.39 -3.88
N 2.84 -0.10 -3.16
S 1.84 1.09 -2.64
N 1.44 1.05 -1.22
C 2.82 2.51 -2.92
C 4.10 2.43 -3.46
C 4.82 3.60 -3.64
C 4.26 4.82 -3.28
C 2.97 4.88 -2.75
C 2.24 3.72 -2.56
C 0.58 1.18 -3.91
C -0.56 0.40 -3.78
C -1.48 0.37 -4.81
C -1.27 1.12 -5.96
C -0.13 1.89 -6.09
C 0.81 1.92 -5.07
C 3.87 -2.36 -3.92
C 5.06 -1.90 -3.36
C 6.18 -2.71 -3.48
C 6.11 -3.92 -4.13
C 4.91 -4.36 -4.69
C 3.78 -3.58 -4.58
C 2.05 -1.15 -5.59
C 3.00 -0.44 -6.31
C 2.82 -0.29 -7.67
C 1.70 -0.84 -8.29
C 0.76 -1.54 -7.55
C 0.92 -1.71 -6.18
C 2.45 -2.81 -1.07
C 3.15 -1.78 -0.45
C 4.40 -2.04 0.07
C 4.96 -3.31 -0.03
C 4.26 -4.32 -0.66
C 3.00 -4.08 -1.20
C 0.08 -4.04 -1.92
C 0.06 -4.75 -3.11
C -0.56 -6.00 -3.13
C -1.11 -6.52 -1.97
C -1.07 -5.80 -0.78
C -0.48 -4.55 -0.75
H 4.52 1.47 -3.73
H 5.81 3.57 -4.06
H 4.83 5.73 -3.41
H 2.55 5.84 -2.47
H 1.24 3.75 -2.15
H -0.71 -0.20 -2.88
H -2.36 -0.27 -4.74
H -2.00 1.10 -6.76
H 0.04 2.47 -6.99
H 1.71 2.51 -5.18
H 5.09 -0.95 -2.85
H 7.12 -2.37 -3.05
H 7.00 -4.54 -4.23
H 4.86 -5.31 -5.21
H 2.84 -3.90 -5.02
H 3.88 -0.03 -5.82
H 3.55 0.26 -8.26
H 1.56 -0.72 -9.36
H -0.10 -1.97 -8.04
H 0.21 -2.26 -5.59
H 2.72 -0.79 -0.39
H 4.96 -1.24 0.56
H 5.93 -3.50 0.39
H 4.69 -5.31 -0.74
H 2.46 -4.88 -1.68
H 0.50 -4.34 -4.00
H -0.59 -6.57 -4.05
H -1.58 -7.49 -1.99
H -1.50 -6.22 0.12
H -0.44 -3.97 0.16
S -1.39 1.89 -0.93
C -3.07 1.43 -1.13
N -3.99 2.05 -0.40
C -5.44 1.90 -0.62
C -5.72 0.51 -1.17
C -4.83 0.24 -2.37
N -3.43 0.52 -2.02
H -3.66 2.79 0.20
H -5.79 2.67 -1.30
H -5.93 2.05 0.34
H -6.76 0.44 -1.46
H -5.54 -0.24 -0.40
H -5.12 0.87 -3.21
H -4.90 -0.80 -2.69
H -2.69 0.14 -2.59
```

Values from the calculation:
- Energy above the lowest of the compared OMol25 structures with the same formula, charge and spin: 0.938 eV
- ⟨S²⟩: 0.756
- Max |F|: 3.2 eV/A
- HOMO level (spin up / spin down): -0.5584 / -0.5548 hartree
- Total charge: +3
- Total energy: -4306.95383 a.u.
- Spin multiplicity: 2

These are the Mulliken partial charges, in e, on atoms 1 to 99: Ru 0.58; C -0.67; C -0.81; N 0.08; C -0.94; C -0.90; S 0.59; C -1.39; C -0.68; N 0.34; H 0.49; H 0.25; H 0.46; H 0.34; H 0.28; H 0.45; H 0.40; H 0.47; H 0.62; H 0.54; H 0.61; H 0.62; H 0.40; H 0.08; N -0.25; S 1.08; N 0.05; S 0.97; N -0.05; S 1.14; N 0.06; C -0.16; C -0.04; C -0.94; C -0.65; C -0.80; C -0.32; C 0.34; C 0.78; C -0.16; C -1.10; C -0.98; C -0.76; C 0.92; C -0.19; C -0.86; C -0.69; C -0.77; C -1.02; C 0.88; C -0.96; C -0.84; C -0.71; C -0.85; C -0.04; C 1.13; C -0.05; C -1.37; C -0.99; C -0.95; C -0.74; C -0.11; C -0.11; C -0.95; C -0.69; C -0.84; C -0.10; H 0.28; H 0.49; H 0.43; H 0.47; H 0.49; H -0.34; H 0.66; H 0.48; H 0.52; H 0.49; H 0.43; H 0.53; H 0.47; H 0.51; H 0.27; H 0.29; H 0.52; H 0.47; H 0.52; H 0.42; H 0.72; H 0.59; H 0.50; H 0.53; H 0.52; H 0.32; H 0.50; H 0.44; H 0.47; H 0.23; S -0.29; C 0.08

---

The lowest total charge belongs to which entry? C46H52N5P2PdS2